# 1
{
  "formula": "C24H65B2F8N4O9",
  "method": "ωB97M-V/def2-TZVPD",
  "largest_force_ev_per_a": 3.85,
  "total_charge": 1,
  "e_homo_ev": -12.22,
  "species": ["F", "F", "F", "F", "F", "F", "F", "F", "O", "O", "O", "O", "O", "O", "O", "O", "O", "N", "N", "N", "N", "C", "C", "C", "C", "C", "C", "C", "C", "C", "C", "C", "C", "C", "C", "C", "C", "C", "C", "C", "C", "C", "C", "C", "C", "B", "B", "H", "H", "H", "H", "H", "H", "H", "H", "H", "H", "H", "H", "H", "H", "H", "H", "H", "H", "H", "H", "H", "H", "H", "H", "H", "H", "H", "H", "H", "H", "H", "H", "H", "H", "H", "H", "H", "H", "H", "H", "H", "H", "H", "H", "H", "H", "H", "H", "H", "H", "H", "H", "H", "H", "H", "H", "H", "H", "H", "H", "H", "H", "H", "H", "H"],
  "positions_angstrom": [[-1.0333, -2.2314, -4.3487], [-0.5765, -2.8173, -2.3625], [-2.5769, -3.4489, -3.3500], [-0.5665, -4.4719, -3.8822], [3.6005, 3.6130, 1.4959], [3.0037, 5.3981, 2.6298], [4.0394, 3.6770, 3.7097], [1.8137, 3.5488, 2.8946], [2.2843, 1.8858, -2.3492], [-3.6560, -3.7023, 0.0922], [-3.2260, 1.5305, 1.5439], [-1.4354, 3.8045, -1.6229], [3.4973, -2.1253, -0.0015], [-0.1118, -2.8850, 1.4204], [4.6201, -0.7454, 3.2768], [0.1382, 0.1013, 0.0853], [-4.3975, 0.8807, -1.8940], [1.3635, -0.7435, -2.5533], [-0.9188, 2.4677, 0.7559], [-3.2716, -1.5598, -1.4871], [1.8715, -0.8748, 2.1215], [2.2136, 1.3216, -3.6904], [-1.7446, 4.0349, -2.9436], [-4.1932, -4.7518, 0.7434], [-4.5691, 1.1273, 2.0341], [2.5123, 0.4571, 2.6926], [-0.4013, -4.2018, 0.9587], [4.8635, -2.3752, -0.3528], [-2.2983, 1.5237, 2.6335], [-3.4775, -2.5284, 0.8186], [3.0173, 3.0784, -2.1777], [5.9460, -0.5265, 3.8319], [-0.1015, 3.5667, -1.2593], [0.0738, 3.5308, 0.2505], [-3.0414, 0.9726, -2.0399], [0.7459, -1.3339, 3.0972], [-2.6983, -1.5725, -0.0404], [0.2948, -2.7357, 2.7863], [1.2147, 0.2102, -3.8777], [-1.1614, 2.5223, 2.2759], [3.6338, 0.1985, 3.6936], [-4.9956, 2.1551, -1.5586], [2.6247, -2.4313, -1.1353], [2.6950, -1.4401, -2.2720], [-2.4996, -0.4651, -2.3034], [3.1155, 4.0563, 2.7168], [-1.1915, -3.3031, -3.5010], [0.6148, -1.4189, -2.6116], [3.0878, 3.4067, -1.1408], [-6.0000, 1.9714, -1.1770], [4.0284, 2.8078, -2.4818], [-3.6533, -5.0086, 1.6548], [-0.5930, 1.5280, 0.5802], [-4.4905, 2.6874, -0.7526], [-2.9697, -2.7838, 1.7487], [2.9896, -1.9553, -3.1863], [-2.6538, -0.7067, -3.3550], [5.9738, -0.8104, 4.8838], [1.8225, 2.0518, -4.3989], [-0.2817, 2.4486, 2.9153], [-2.7760, 1.8436, 3.5595], [1.5951, -2.5311, -0.7918], [3.9781, 1.2087, 3.9156], [-1.7735, 2.4680, 0.2177], [1.4512, -0.4177, -4.7367], [5.4782, -2.4758, 0.5417], [-4.4780, -2.1588, 1.0435], [-0.5960, -2.9224, 3.3861], [4.9893, -3.2842, -0.9410], [1.4286, -0.6670, 1.2379], [0.1784, 0.4640, -4.1007], [3.0923, 0.7346, 1.8125], [-5.2912, 1.0706, 1.2196], [3.2685, -0.1427, 4.6622], [1.0864, 3.2377, 0.5277], [-1.2672, 3.1972, -3.4520], [-4.9830, 1.7633, 2.8165], [-1.3478, 4.9276, -3.4270], [-1.8582, 0.5267, 2.6538], [-5.2529, -4.5475, 0.8965], [-0.0644, -0.6081, 3.0286], [-4.3874, 0.1193, 2.4070], [-4.2753, -1.4480, -1.4983], [-0.0196, -0.8604, 0.0161], [0.6177, -4.5269, 0.7492], [5.2666, -1.6062, -1.0118], [-4.3361, -5.6333, 0.1185], [1.1600, -0.2006, -1.7263], [-2.7872, 1.6181, -2.8806], [-0.2094, 4.4631, 0.7391], [2.6476, 3.8996, -2.7917], [-1.4614, 3.5658, 2.3712], [1.6908, 1.1502, 2.8741], [2.8372, -3.4586, -1.4311], [-3.1612, -2.4838, -1.8796], [-2.8626, -0.5689, 0.3520], [-2.8291, 4.0072, -3.0497], [-5.1069, 2.7995, -2.4307], [0.2423, 2.6499, -1.7382], [-0.9996, -4.2324, 0.0481], [3.2172, 1.1441, -4.0770], [3.3581, -0.6046, -2.0478], [1.0241, -3.5125, 3.0160], [0.5581, 4.3616, -1.6072], [2.5509, -1.5613, 1.8261], [6.7938, -0.8981, 3.2562], [-0.8929, -4.8556, 1.6790], [-1.4316, -0.6207, -2.1509], [1.1391, -1.1570, 4.0983], [-1.6408, -1.7790, -0.2050], [-2.5704, 1.3801, -1.1454], [6.0959, 0.5531, 3.8157]]
}

=====

# 2
{
  "formula": "C24H66CsN6O10S",
  "method": "ωB97M-V/def2-TZVPD",
  "largest_force_ev_per_a": 4.58,
  "total_charge": -1,
  "e_homo_ev": -5.31,
  "species": ["Cs", "S", "O", "O", "O", "O", "O", "O", "O", "O", "O", "O", "N", "N", "N", "N", "N", "N", "C", "C", "C", "C", "C", "C", "C", "C", "C", "C", "C", "C", "C", "C", "C", "C", "C", "C", "C", "C", "C", "C", "C", "C", "H", "H", "H", "H", "H", "H", "H", "H", "H", "H", "H", "H", "H", "H", "H", "H", "H", "H", "H", "H", "H", "H", "H", "H", "H", "H", "H", "H", "H", "H", "H", "H", "H", "H", "H", "H", "H", "H", "H", "H", "H", "H", "H", "H", "H", "H", "H", "H", "H", "H", "H", "H", "H", "H", "H", "H", "H", "H", "H", "H", "H", "H", "H", "H", "H", "H"],
  "positions_angstrom": [[2.1380, -2.3658, -2.3524], [0.0499, -0.7710, 0.2691], [-0.7606, -1.1586, 1.4191], [1.4497, -1.0605, 0.4993], [-0.4617, 0.4346, -6.1713], [-2.9537, -3.6376, 4.8196], [-0.3236, -1.4886, -0.9073], [5.0105, 2.4305, 1.8221], [1.0491, 2.0809, 4.3683], [-0.1940, 0.6455, 0.0238], [0.4969, 4.7132, -3.9124], [-2.6707, -5.8406, 0.4584], [-1.4731, 0.1617, -2.7407], [-3.0042, -2.2986, -0.5557], [3.3461, -0.0207, 2.3617], [-2.7327, -0.4210, 2.7892], [0.2871, 3.0488, 0.9120], [0.1973, 2.4030, -2.1202], [-2.1943, -4.5424, 0.1345], [1.5078, 2.9934, -2.3989], [-1.6461, -6.6009, 1.1689], [-3.6776, -4.1370, -1.8820], [1.5999, 3.7497, -3.7743], [-1.3637, 0.7397, -5.1400], [1.5409, 4.3244, 2.5860], [0.2225, 2.1989, 3.2154], [-1.4793, -1.6980, -4.2787], [0.6084, 5.3277, -5.1974], [4.7099, 0.0427, 1.8907], [2.5244, 1.7994, -2.3303], [-0.6879, 1.3064, -7.3159], [-1.0174, -0.2278, -4.0150], [-3.4491, -4.9301, 4.4590], [-3.4887, -0.6757, 5.0253], [-3.3326, -3.7369, -0.4227], [0.4900, 1.4439, 5.4795], [5.0084, -1.3505, 1.3131], [-3.1493, -2.7158, 3.6914], [4.8428, 3.6233, 1.0797], [-2.6441, -1.2691, 3.9666], [1.0289, 2.9051, 2.1288], [5.0783, 1.2082, 0.9836], [-2.0062, -0.7818, 2.1875], [0.7501, 5.0651, 2.4675], [4.2997, 1.2115, 0.2208], [-3.7717, -5.3119, 5.4277], [1.8756, 2.2567, 1.9035], [-0.7481, 2.6657, 3.3824], [5.6274, 3.7980, 0.3435], [1.7431, 3.7924, -1.6958], [-1.0737, -2.0294, -5.2346], [-2.0458, -7.5009, 1.6363], [-2.1368, -2.1233, -1.0425], [-1.7805, -4.0784, 1.0298], [-0.2831, 2.0737, 5.9197], [-1.2926, -2.2911, -3.3835], [1.2107, 1.3285, 6.2890], [-2.8332, -1.9258, 0.3673], [0.9139, 3.3254, 0.1700], [-2.3926, 0.5159, -5.4218], [2.5961, 4.1355, -3.9906], [-2.7410, -3.0841, 2.7503], [-4.4911, -3.5434, -2.2989], [2.8150, -0.2605, 1.5368], [5.9825, -1.4097, 0.8275], [6.0480, 1.0792, 0.5029], [-0.6290, 2.3518, -7.0130], [1.5355, 3.0507, -4.6082], [5.3590, 0.0121, 2.7658], [2.2835, 0.9791, -1.6542], [-0.7840, -6.8261, 0.5412], [3.5513, 2.1457, -2.2127], [0.2460, 4.6358, -5.9576], [-4.2834, -4.8179, 3.7666], [-0.9480, 1.0049, -2.5586], [0.0535, 1.2095, 2.7903], [-2.3198, 0.4225, 3.1607], [-3.1413, 0.3364, 5.2327], [1.6400, 5.6395, -5.3615], [-3.4985, -1.2422, 5.9565], [3.0182, 0.9152, 2.5528], [-4.1985, -3.8640, 0.2270], [-0.4079, 3.1993, -2.2613], [0.0573, -0.3183, -3.8565], [1.9921, 4.2546, 3.5758], [-1.3663, -4.5761, -0.5736], [-1.2434, -6.1032, 2.0510], [-0.1050, 2.1467, 0.6829], [0.0890, 1.2114, -8.0746], [2.4473, 1.4042, -3.3432], [-4.0734, -5.1510, -1.9396], [3.8778, 3.5549, 0.5775], [-4.4908, -0.5560, 4.6135], [-1.6599, 1.1642, -7.7882], [-1.0977, -0.4549, -2.0343], [-2.6159, -5.5111, 4.0639], [2.4044, 4.5777, 1.9709], [0.1229, 0.4274, 5.3378], [-4.2267, -2.5788, 3.5996], [4.9074, -2.1344, 2.0638], [4.2449, -1.5131, 0.5524], [0.1115, 2.0229, -1.1884], [4.6841, 4.5237, 1.6731], [0.0469, 6.2614, -5.1647], [-1.2847, 1.8003, -4.9013], [-1.6547, -1.2585, 4.4238], [-2.8266, -4.1797, -2.5618], [-2.5654, -1.7080, -4.3703]]
}

=====

Calculated HOMO-LUMO gap (eV), listed in the same order as above: 10.242 6.299